C2H6NO2 | ωB97M-V with the def2-TZVPD basis set

E_tot, eV: -7749.7845
Charge: +1
Relative energy (zero: lowest compared OMol25 entry of this formula, charge and spin), kcal per mole: 2.79
Max |F|, Eh/bohr: 0.0379
E_LUMO, eV: -3.94
Gap between HOMO and LUMO, eV: 12.3

Positions of all 11 atoms, in Å:
N -1.51138 0.68529 0.72324
C -0.85876 0.26125 -0.54665
C 0.49680 -0.27063 -0.13585
O 0.86954 -0.26638 1.00199
O 1.29326 -0.49144 -1.17232
H -2.28892 0.07756 1.01077
H -1.86374 1.63661 0.77899
H -0.75598 0.56250 1.44196
H -1.36194 -0.52573 -1.09105
H -0.70613 1.16936 -1.12810
H 2.11181 -0.89086 -0.80774

Forces on the atoms, in the same order (eV/Å):
N -0.347 -0.933 0.934
C 0.441 0.444 0.066
C 1.329 1.187 -0.792
O -0.442 -0.382 0.863
O -0.338 -0.779 0.392
H 0.204 0.055 -0.161
H 0.093 0.242 -0.406
H -0.153 0.011 -0.058
H -0.624 0.197 -0.071
H -0.053 -0.324 -0.402
H -0.111 0.282 -0.367

***

C4H11NO4 | ωB97M-V with the def2-TZVPD basis set

E_tot, eV: -14006.1863
Charge: 0
Relative energy (zero: lowest compared OMol25 entry of this formula, charge and spin), kcal per mole: 21.95
Max |F|, Eh/bohr: 0.0145
E_LUMO, eV: 0.58
Gap between HOMO and LUMO, eV: 10.5

Positions of all 20 atoms, in Å:
N -1.09461 0.82851 -1.38700
C -1.73307 0.26841 -0.21210
O -2.14420 1.21100 0.73609
C -0.80438 -0.81343 0.38525
O -0.69434 -1.88102 -0.52070
C 0.60028 -0.28446 0.79468
O 0.55868 1.09741 1.09486
C 1.66646 -0.52203 -0.28888
O 2.87968 0.08514 0.10439
H -0.35520 1.45997 -1.09118
H -1.76229 1.37782 -1.91639
H -2.64846 -0.24089 -0.54033
H -1.34852 1.56972 1.15652
H -1.29740 -1.21123 1.27869
H -0.63558 -1.49606 -1.40586
H 0.91918 -0.82972 1.70067
H 1.46374 1.42591 0.97359
H 1.37568 -0.02820 -1.21807
H 1.78764 -1.59406 -0.47024
H 3.26672 -0.42280 0.82601

Forces on the atoms, in the same order (eV/Å):
N -0.011 0.045 -0.138
C 0.161 -0.311 -0.076
O -0.106 0.238 0.398
C -0.194 0.535 0.283
O 0.043 -0.364 -0.187
C 0.195 -0.659 -0.292
O 0.064 0.388 -0.029
C -0.519 -0.256 0.113
O 0.396 0.273 0.198
H -0.077 -0.055 -0.039
H 0.030 -0.060 0.009
H 0.216 0.039 0.055
H -0.071 -0.026 -0.091
H 0.026 0.086 -0.144
H 0.000 0.080 -0.010
H -0.021 0.044 -0.161
H -0.095 -0.026 0.125
H -0.011 -0.116 0.036
H -0.034 0.153 -0.009
H 0.008 -0.009 -0.044